No. 1
An isolated ion of composition C8H16NO2 and charge +1 in a non-equilibrium geometry. Source: the Open Molecules 2025 dataset; level of theory: wB97M-V/def2-TZVPD.

Positions of all 27 atoms, in Å:
O 2.67857 1.26308 -0.80507
O 0.94258 1.95772 0.26478
N -1.58618 0.18415 -0.42289
C 2.31034 -1.41545 -0.54547
C 0.68082 -0.90794 1.41939
C -0.96357 0.21729 -1.68785
C -1.87291 -0.88952 0.38218
C 1.69997 0.92217 0.01929
C 1.54266 -0.42779 0.36383
C -0.31760 2.01129 0.84300
C -1.55545 1.41736 0.19189
H 3.38596 -1.52053 -0.14318
H -0.53298 3.10668 0.95320
H -2.45894 -0.66771 1.32315
H -2.10817 -1.80445 -0.10159
H -2.30875 1.35198 1.00147
H -0.23209 -0.59821 -1.80411
H -1.69409 2.21822 -0.60164
H 2.31615 -0.95490 -1.52808
H 2.81412 2.13728 -1.06465
H -0.38339 -1.19464 1.01964
H 1.86490 -2.44171 -0.63365
H -0.32225 1.14148 -1.63810
H -1.75855 0.14358 -2.51082
H 1.01496 -1.81590 2.00617
H 0.66301 -0.11259 2.23749
H -0.17944 1.66625 1.90176

structure (SMILES): C=[N+](C)CCOC(O)=C(C)C
orbital gap (alpha / beta): 6.73 / 6.73 eV
highest occupied orbital energy (alpha / beta): -11.681 / -11.681 eV
ΔE to the lowest compared entry with this formula, charge and spin: 345.6 kJ/mol
total charge: +1

No. 2
A 12-piece molecular cluster, C40H86O28S3 overall in a non-equilibrium geometry. Source: the Open Molecules 2025 dataset; level of theory: wB97M-V/def2-TZVPD.

Positions of all 157 atoms, in Å:
S 4.25115 -4.72771 -7.51659
S -5.62212 -3.69746 -8.23545
S 10.48200 2.27102 -2.01736
O 1.55774 -7.30728 0.31670
O 2.88777 -4.06141 -8.24887
O 5.10379 -5.16942 -8.58304
O -0.19561 -0.13849 -2.70116
O 11.65119 1.19883 -1.64943
O 0.91053 -4.84853 7.75998
O -4.90756 -0.15874 6.88311
O 11.15330 3.24638 -2.86583
O -1.15026 5.20279 -6.61532
O 1.70260 -5.38337 9.60269
O 4.71814 -3.74677 -6.54190
O 2.85619 2.53352 9.63234
O 1.77949 6.54958 2.81655
O 0.05389 6.94316 -6.16090
O -7.13078 -1.39369 0.43840
O -5.97608 8.84209 1.55745
O 0.21285 -6.83018 8.62754
O -5.30443 -4.98906 -8.90520
O -4.59664 2.01906 7.65941
O -5.51653 -2.40295 -8.88076
O 9.75432 2.66183 -0.82163
O 0.84146 5.43072 -7.71801
O 1.63805 -9.53775 -0.08145
O -4.78454 7.85778 0.02098
O 3.53790 -8.30855 0.42366
O -4.36302 1.37796 5.42334
O -7.14121 -3.93788 -7.62020
O -4.16751 9.95335 0.61291
C 11.74704 0.74584 -0.35385
C 3.14648 0.91415 8.13842
C 0.00322 5.80642 -6.89739
C 4.46457 -9.36199 0.23607
C 0.24271 -7.17302 -0.07735
C 2.22134 -8.48899 0.17014
C 0.90695 -5.79602 8.63855
C -3.77277 2.65945 5.03710
C -1.56448 4.03555 -7.36564
C 2.63802 8.48872 3.68165
C 1.23258 -0.36113 -2.46290
C 1.52046 2.42186 9.17177
C -4.91809 8.93621 0.77893
C 1.46076 7.93553 2.97897
C -8.27017 -0.56223 0.71302
C 0.03049 -4.86033 6.62243
C -8.56600 -2.70844 1.64558
C -4.60133 -3.60872 -6.72224
C -7.62156 -5.21803 -7.30986
C 1.65309 1.36372 8.03350
C 0.15443 0.54775 -0.53862
C 1.35170 -0.23182 -0.94820
C 1.78982 -3.55751 -10.32656
C 3.84105 2.12236 8.73461
C 1.23974 7.74327 -6.29895
C 3.67498 7.83720 2.86531
C 2.27681 -4.67756 -9.38859
C -6.73546 10.00526 1.96050
C -5.11090 -0.65134 8.26548
C 9.54364 1.06937 -3.05321
C -0.89819 0.12872 -1.52622
C -9.36951 -1.60662 0.99861
C 3.53871 -6.12830 -6.58829
C 1.78137 -6.09171 10.84145
C 3.17812 6.47571 2.52273
C -7.28052 -2.76226 0.81604
C -9.00010 -4.86278 -6.78741
C -4.62927 1.19717 6.72546
C 13.18062 0.28216 -0.28403
C -3.65147 7.71062 -0.84051
H -4.41485 3.47598 5.36745
H -2.11605 4.22560 -8.28638
H -7.34081 -3.43877 -0.03648
H 1.00333 -2.95835 -9.86770
H -9.62169 -4.30423 -7.48724
H -8.81099 -4.20750 -5.93715
H 1.88653 -7.17474 10.77746
H 2.48974 -5.67730 11.55879
H -9.58037 -5.71451 -6.43255
H 13.39928 -0.52561 -0.98246
H 13.93151 1.05000 -0.47024
H 2.64118 -2.88357 -10.42189
H 1.35847 -1.21906 -0.48624
H 4.42543 -10.22933 0.89507
H 2.27156 0.26023 -0.63222
H -2.79765 2.79397 5.50523
H 1.08946 0.44967 8.22039
H -8.47294 0.13357 -0.10113
H -7.39042 9.75724 2.79573
H -1.38010 -0.74947 -1.09653
H -8.25671 -2.30525 2.60988
H 3.31352 6.27188 1.46055
H 13.33890 -0.21703 0.67193
H 9.26981 0.18192 -2.48264
H 3.00717 -5.30237 -9.90266
H 0.83825 -5.97834 11.37602
H 11.62953 1.57530 0.34349
H 1.05016 8.45157 -7.10547
H -9.84853 -2.11664 0.16282
H 3.71521 5.68893 3.05245
H -1.71935 0.83471 -1.65027
H 0.20704 -7.10348 -1.16455
H 3.90233 8.45326 1.99533
H -3.57511 2.68801 3.96555
H 1.29903 8.30430 -5.36631
H -3.62926 8.58823 -1.48657
H 0.85599 2.15960 9.99506
H 2.70948 8.27873 4.74885
H 1.39327 8.40873 1.99936
H 10.16415 0.71218 -3.87508
H 2.96602 -5.78834 -5.72541
H -3.76219 6.78743 -1.40934
H 1.40728 -3.84735 -11.30521
H -7.72526 -5.88083 -8.16895
H 0.13764 -5.77552 6.04015
H -0.16484 -6.18540 0.13853
H 4.47929 -9.78079 -0.77016
H 4.52935 7.69769 3.52765
H -0.73133 3.35535 -7.54252
H -0.45725 -7.91167 0.31320
H 1.22427 3.41412 8.83148
H 4.75693 1.89066 9.27828
H 1.51174 -1.34922 -2.82876
H -7.15811 -5.63581 -6.41612
H -4.80278 0.07299 9.01948
H 2.65158 9.56184 3.49106
H -4.47865 -1.53894 8.28833
H -10.13639 -1.19854 1.65698
H -1.00385 -4.71763 6.93528
H 0.35348 1.60249 -0.72835
H 11.06258 -0.04494 -0.04677
H 0.39085 -4.01393 6.03775
H -7.35402 10.44530 1.17829
H 0.49822 8.07928 3.46984
H -2.76347 7.64081 -0.21226
H -8.10937 -0.10756 1.69053
H -6.03622 10.78741 2.25613
H 5.49751 -9.04614 0.38223
H 1.30231 1.81944 7.10756
H -6.54814 -2.99046 1.59041
H 1.81826 0.40946 -2.96416
H -6.14688 -0.89231 8.50376
H 8.70804 1.65109 -3.44238
H -5.25908 -3.15190 -5.98280
H -3.71461 -3.00825 -6.92538
H -0.13188 0.33124 0.49058
H -2.27835 3.43186 -6.80523
H 4.16481 2.93514 8.08447
H -9.24187 -3.55689 1.75252
H -4.41698 -4.64920 -6.45479
H 2.16308 7.17288 -6.39985
H 3.21078 0.13823 8.90126
H 3.64305 0.64680 7.20566
H 2.93064 -6.63441 -7.33810
H 4.33966 -6.70295 -6.12316
H 1.37393 -5.26728 -9.23005

structure (SMILES): CCOS(C)(=O)=O.CCOS(C)(=O)=O.CCOS(C)(=O)=O.COC(=O)OC.COC(=O)OC.COC(=O)OC.COC(=O)OC.COC(=O)OC.C1CCOC1.C1CCOC1.C1CCOC1.C1CCOC1
orbital gap: 9.48 eV
highest occupied orbital energy: -9.472 eV
ΔE to the lowest compared entry with this formula, charge and spin: 41.2 kJ/mol
total charge: 0

No. 3
C23H33N8O3PPbTe as an isolated structure. Source: the Open Molecules 2025 dataset; level of theory: wB97M-V/def2-TZVPD.

Positions of all 70 atoms, in Å:
Pb -0.33459 1.27898 0.22315
Te 3.45275 -1.26292 3.15061
P 2.83992 -0.43677 1.03932
O 1.79315 0.66224 1.03132
O 4.13825 0.02684 0.24179
O 2.20647 -1.59231 0.09803
N -0.67341 -0.47697 2.12340
N 0.38121 0.59519 -2.28303
N 2.19434 1.44648 -6.25945
N 3.08616 -2.33648 -3.91804
N -2.67171 1.21245 -1.08081
N -0.15906 2.32302 2.72930
N -2.72721 2.12196 1.33706
N -1.48324 -0.88879 -0.32296
C -3.48855 0.38457 -3.24987
C 2.07250 0.76117 -5.33876
C -0.11790 -2.87304 2.51774
C -1.00738 -1.94398 0.31366
C 2.30833 -3.78603 -0.88524
C 3.11144 -2.60194 -0.41473
C -2.15976 -2.20179 -2.16055
C -3.26094 2.52216 -1.06276
C -2.65922 2.56496 2.72786
C -3.56970 2.88511 0.41576
C -2.09419 -0.98595 -1.50160
C -1.61287 -3.31606 -1.53350
C -2.77095 0.29057 -1.93933
C -1.05935 -3.20586 -0.26977
C 4.02186 0.87262 -0.92314
C 2.56164 -1.31954 -4.08033
C 4.17689 2.32696 -0.54629
C -1.29627 3.15610 3.10174
C 1.90423 -0.07801 -4.21403
C 0.27079 1.25571 3.63732
C -0.55855 -1.68129 1.73002
C 1.06396 0.31390 -3.18033
C -0.50100 -0.05359 3.50362
H -3.67010 -0.58471 -3.70430
H -1.51561 0.06798 3.89822
H -4.44574 0.89145 -3.12562
H 1.31523 1.04760 3.41515
H -2.88414 0.97431 -3.94262
H 3.80227 -2.88789 0.38330
H 0.64520 2.90704 2.54186
H 3.39917 2.62153 0.15764
H 0.20692 1.56923 4.68789
H -2.62456 -2.29652 -3.13031
H 0.23087 -2.61413 3.51001
H -1.17857 4.11423 2.58905
H 1.56756 -3.47822 -1.62253
H -0.66679 -4.07244 0.23940
H -0.92943 -3.60126 2.58926
H 3.67918 -2.16938 -1.23800
H -1.64045 -4.27801 -2.02809
H 0.72226 -3.33687 1.99848
H 3.06668 0.68651 -1.41774
H -4.63541 2.71879 0.61683
H -3.38129 3.94837 0.57255
H 5.14875 2.50167 -0.08473
H -3.42452 3.31751 2.94647
H 0.00869 -0.79171 4.12395
H -2.52497 3.22453 -1.46730
H 4.09881 2.94960 -1.43947
H -4.16363 2.61501 -1.67444
H 4.81725 0.54869 -1.59327
H 2.97065 -4.50758 -1.36385
H -1.31054 3.37302 4.17959
H 1.81226 -4.28110 -0.04726
H -2.99630 1.14783 1.29603
H -2.87773 1.71521 3.37668

orbital gap: 5.98 eV
highest occupied orbital energy: -6.990 eV
total charge: 0

Question: Which of these has the highest total charge?
Answer: C8H16NO2

Question: Which value of total charge does entry 3 give?
Answer: 0

Question: Which of these has the highest total charge?
Answer: C8H16NO2